Record 1
The following is a quantum chemistry calculation of a molecular structure, C4H8N2O at a distorted geometry, from the Open Molecules 2025 dataset.

Output
- E_LUMO (spin up / spin down): 0.13 / 0.13 eV
- Gap between HOMO and LUMO (spin up / spin down): 7.34 / 7.34 eV
- Net charge: 0
- Multiplicity: 1

Geometry (Å):
C -1.920 -0.606 -0.314
C -0.672 0.107 -0.001
N -0.410 1.276 0.591
C 1.009 1.185 0.491
C 0.759 -0.263 0.254
N 1.253 -1.437 0.298
O 2.589 -1.444 0.661
H -2.768 0.051 -0.496
H -2.213 -1.289 0.482
H -1.784 -1.207 -1.207
H 0.002 0.939 -1.759
H -0.992 2.110 0.577
H 1.661 1.657 1.213
H 0.683 1.311 -1.452
H 2.804 -2.390 0.661



Record 2
The following is a quantum chemistry calculation of a single C3H9N3O2 molecule at a distorted geometry, from the Open Molecules 2025 dataset.

Output
- SMILES: [H]/N=C\[C@@](N)(O)[C@H](N)O
- E_LUMO: 0.81 eV
- Gap between HOMO and LUMO: 10.17 eV
- Net charge: 0
- Multiplicity: 1

Geometry (Å):
H 2.102 1.237 -1.276
N 1.973 0.262 -1.555
C 1.094 -0.343 -0.895
C 0.437 0.139 0.401
N 0.692 -0.826 1.440
O 0.905 1.426 0.761
C -1.091 0.221 0.148
N -1.761 -1.017 -0.061
O -1.164 1.077 -1.029
H 0.890 -1.380 -1.143
H 0.334 -0.475 2.323
H 1.692 -0.962 1.541
H 0.578 2.053 0.101
H -1.567 0.734 1.000
H -1.522 -1.689 0.658
H -1.564 -1.415 -0.973
H -2.028 0.958 -1.441



Record 3
The following is a quantum chemistry calculation of a single C6H10O molecule at a distorted geometry, from the Open Molecules 2025 dataset.

Output
- SMILES: C=C(C)CC(C)=O
- E_LUMO: 0.88 eV
- Gap between HOMO and LUMO: 9.88 eV
- Net charge: 0
- Multiplicity: 1

Geometry (Å):
C 0.726 1.659 -1.115
C 0.906 0.624 -0.307
C 2.507 0.286 0.262
C 0.088 -0.399 0.299
C -1.619 -0.229 -0.172
C -2.528 -1.239 0.498
O -2.081 0.573 -0.964
H 1.556 2.283 -1.428
H -0.258 1.914 -1.498
H 2.837 1.174 0.802
H 2.576 -0.580 0.923
H 3.118 0.107 -0.624
H 0.352 -1.401 -0.046
H 0.066 -0.317 1.388
H -3.564 -1.094 0.176
H -2.473 -1.113 1.582
H -2.211 -2.248 0.224



Record 4
The following is a quantum chemistry calculation of 10 unconnected molecules or ions with the total composition C50H128N8O16 at a distorted geometry, from the Open Molecules 2025 dataset.

Output
- SMILES: COC[C@H](C)N.COC[C@H](C)N.COCCNCCOC.COCCNCCOC.COCCNCCOC.COCCNCCOC.COCCNCCOC.COCCNCCOC.CC(C)O.CC(C)O
- E_LUMO: 0.52 eV
- Gap between HOMO and LUMO: 9.01 eV
- Net charge: 0
- Multiplicity: 1

Geometry (Å):
C 19.781 19.109 13.449
O 19.507 19.310 14.814
C 18.762 20.440 15.005
C 19.696 21.621 15.136
C 20.490 21.530 16.413
N 19.027 22.927 15.170
H 19.277 18.190 13.071
H 20.854 19.009 13.338
H 19.375 19.980 12.841
H 17.972 20.529 14.251
H 18.157 20.345 15.983
H 20.385 21.487 14.306
H 20.941 20.539 16.445
H 19.826 21.625 17.267
H 21.267 22.252 16.433
H 18.430 23.007 15.992
H 18.424 23.067 14.391
C 22.087 18.170 17.821
O 21.231 17.080 17.637
C 20.871 16.792 16.229
C 20.988 15.282 16.067
C 22.449 14.847 16.302
N 20.471 14.770 14.769
H 22.852 18.247 17.059
H 22.649 18.053 18.775
H 21.468 19.092 17.812
H 19.830 17.131 16.171
H 21.473 17.398 15.562
H 20.330 14.893 16.876
H 22.528 13.758 16.322
H 22.761 15.303 17.217
H 23.137 15.169 15.521
H 21.024 15.012 13.961
H 19.489 14.948 14.572
C 19.978 21.276 21.148
O 20.791 22.348 21.519
C 21.947 22.512 20.763
C 22.696 23.727 21.288
N 23.774 23.999 20.399
C 23.274 24.539 19.132
C 22.770 26.017 19.190
O 23.716 26.866 19.739
C 23.221 28.158 19.944
H 20.551 20.305 21.244
H 19.763 21.409 20.105
H 19.023 21.255 21.729
H 21.690 22.526 19.694
H 22.542 21.645 20.922
H 23.061 23.584 22.330
H 22.016 24.510 21.465
H 24.516 24.552 20.799
H 22.514 23.941 18.642
H 24.144 24.486 18.545
H 21.791 26.034 19.695
H 22.464 26.397 18.179
H 23.998 28.705 20.478
H 22.253 28.095 20.466
H 23.077 28.598 18.952
C 17.522 15.637 7.941
O 16.557 15.824 8.883
C 15.619 16.787 8.445
C 14.827 17.333 9.614
N 15.709 18.066 10.486
C 15.094 18.606 11.700
C 16.059 19.287 12.630
O 15.604 19.560 13.962
C 15.853 18.459 14.775
H 17.982 16.690 7.822
H 17.216 15.270 6.918
H 18.326 15.046 8.339
H 14.888 16.363 7.707
H 16.138 17.649 7.961
H 14.413 16.428 10.141
H 13.982 17.946 9.335
H 16.507 17.504 10.672
H 14.610 17.814 12.251
H 14.214 19.227 11.406
H 16.230 20.323 12.188
H 17.039 18.735 12.675
H 15.114 17.606 14.796
H 15.944 18.810 15.826
H 16.833 18.001 14.645
C 11.955 9.960 20.648
O 12.276 11.136 20.021
C 11.106 11.841 19.545
C 11.431 13.277 19.369
N 12.038 13.724 20.589
C 12.717 15.023 20.427
C 13.611 15.372 21.576
O 14.707 14.589 21.664
C 15.380 14.902 22.887
H 11.471 9.299 19.857
H 11.326 10.094 21.503
H 12.898 9.510 20.876
H 10.299 11.743 20.272
H 10.799 11.403 18.602
H 10.539 13.868 19.197
H 12.029 13.284 18.435
H 12.702 13.064 20.975
H 11.935 15.816 20.224
H 13.407 14.908 19.541
H 12.956 15.235 22.453
H 13.899 16.456 21.467
H 16.129 14.109 22.954
H 14.732 14.803 23.746
H 15.744 15.901 22.874
C 13.752 17.729 17.864
O 14.049 16.606 17.161
C 13.277 16.384 16.038
C 11.855 15.903 16.345
N 11.194 15.413 15.147
C 10.533 16.416 14.377
C 9.645 15.811 13.268
O 8.916 16.810 12.655
C 8.453 16.423 11.372
H 14.651 18.070 18.519
H 12.877 17.561 18.603
H 13.480 18.631 17.277
H 13.733 15.542 15.471
H 13.193 17.266 15.416
H 11.329 16.626 16.982
H 11.975 15.019 16.966
H 10.654 14.609 15.400
H 11.315 17.016 13.893
H 9.976 17.176 14.953
H 9.046 14.972 13.786
H 10.277 15.306 12.544
H 8.141 15.410 11.223
H 9.316 16.541 10.679
H 7.674 17.168 11.185
C 15.967 12.233 19.850
O 16.591 12.914 18.777
C 17.935 12.398 18.519
C 18.486 13.227 17.339
N 17.732 12.968 16.154
C 16.481 13.712 15.882
C 16.013 13.604 14.468
O 16.978 14.346 13.708
C 16.578 14.341 12.358
H 16.667 12.126 20.669
H 15.461 11.308 19.573
H 15.172 12.889 20.185
H 17.928 11.352 18.194
H 18.403 12.600 19.490
H 19.526 12.932 17.044
H 18.519 14.353 17.595
H 18.295 13.168 15.341
H 16.532 14.743 16.143
H 15.743 13.233 16.506
H 14.999 14.156 14.421
H 15.973 12.615 14.119
H 15.532 14.784 12.251
H 16.586 13.325 11.918
H 17.310 14.980 11.838
C 11.935 22.987 17.548
O 13.317 22.914 17.072
C 13.921 21.735 17.382
C 15.317 21.669 16.750
N 16.225 22.661 17.330
C 16.750 22.315 18.652
C 17.644 23.368 19.275
O 16.864 24.512 19.469
C 17.637 25.641 19.657
H 11.898 22.890 18.616
H 11.415 22.277 16.937
H 11.605 23.984 17.291
H 13.365 20.892 16.875
H 13.948 21.570 18.440
H 15.281 21.776 15.688
H 15.737 20.718 16.984
H 15.603 23.462 17.517
H 17.334 21.382 18.653
H 15.881 22.137 19.302
H 18.423 23.616 18.564
H 18.141 23.077 20.216
H 18.027 25.705 20.654
H 17.040 26.544 19.421
H 18.523 25.593 18.989
C 20.712 17.084 21.382
C 21.355 15.702 21.078
C 20.405 14.644 20.646
O 22.442 15.952 20.129
H 20.432 17.536 20.415
H 21.435 17.599 21.960
H 19.767 16.993 21.937
H 21.909 15.385 21.996
H 19.737 14.560 21.519
H 20.822 13.638 20.479
H 19.840 14.896 19.781
H 21.986 16.057 19.269
C 17.868 18.674 19.667
C 17.791 17.293 19.050
C 16.837 16.300 19.709
O 17.374 17.570 17.700
H 18.480 19.257 18.985
H 18.369 18.686 20.619
H 16.824 19.101 19.687
H 18.889 17.033 18.945
H 15.859 16.781 19.581
H 17.052 16.253 20.744
H 16.866 15.300 19.191
H 16.820 16.838 17.449



Record 5
The following is a quantum chemistry calculation of 2 unconnected molecules or ions with the total composition C10H19O3Si at a distorted geometry, from the Open Molecules 2025 dataset.

Output
- E_LUMO: 3.51 eV
- Gap between HOMO and LUMO: 7.55 eV
- Net charge: -1
- Multiplicity: 1

Geometry (Å):
C 1.019 -0.192 1.571
C 2.373 -0.881 -0.834
C 2.246 0.202 2.337
C 0.905 1.479 -2.049
C -0.228 2.478 -0.102
C -1.018 -2.649 -0.182
C -2.387 -0.639 1.502
C -1.932 -0.583 -1.576
C 0.835 1.496 -0.486
C 0.690 0.125 0.233
O 3.339 -0.376 -0.459
O 0.370 -1.190 2.120
O 1.867 -1.643 -1.582
Si -1.034 -0.786 0.108
H 3.111 -0.140 1.755
H 2.104 -0.072 3.343
H 2.306 1.310 2.388
H 1.373 0.596 -2.381
H -0.113 1.487 -2.382
H 1.341 2.506 -2.276
H -1.166 2.423 -0.711
H -0.586 2.568 1.010
H -0.085 3.599 -0.302
H 0.038 -2.988 -0.469
H -1.432 -3.185 0.683
H -1.627 -3.022 -0.940
H -3.450 -0.728 1.369
H -2.221 -1.563 2.089
H -2.151 0.162 2.231
H -1.196 -1.080 -2.206
H -2.899 -1.089 -1.684
H -2.122 0.406 -1.991
H 1.726 1.969 -0.126



Record 6
The following is a quantum chemistry calculation of a molecular structure, C32H31CrO5Si at a distorted geometry, from the Open Molecules 2025 dataset.

Output
- E_LUMO (spin up / spin down): -5.62 / -8.27 eV
- Gap between HOMO and LUMO (spin up / spin down): 6.57 / 5.51 eV
- Net charge: +2
- Multiplicity: 4

Geometry (Å):
C 4.442 -1.932 -1.054
Si 2.975 -2.079 -2.190
C 2.807 -0.643 -3.361
C 2.918 -3.713 -3.095
O 1.666 -1.990 -1.056
C 0.387 -1.982 -1.403
C -0.624 -1.835 -0.483
C -2.010 -2.098 -0.860
C -2.105 -2.738 -2.252
C -1.214 -2.004 -3.201
O 0.177 -2.074 -2.714
H 5.367 -1.926 -1.648
H 4.413 -1.007 -0.464
H 4.502 -2.767 -0.344
H 3.642 -0.666 -4.077
H 1.872 -0.683 -3.936
H 2.836 0.318 -2.831
H 3.745 -3.753 -3.822
H 3.029 -4.567 -2.411
H 1.980 -3.847 -3.654
H -0.356 -1.664 0.554
H -2.468 -2.743 -0.098
H -2.579 -1.157 -0.886
H -1.828 -3.793 -2.170
H -3.135 -2.691 -2.614
H -1.193 -2.454 -4.194
H -1.472 -0.942 -3.238
O -1.189 2.693 -3.699
C -1.223 3.228 -2.655
Cr -1.550 3.881 -0.905
C -2.059 2.087 -0.638
O -2.410 0.979 -0.613
C -3.373 4.031 -1.421
O -4.470 3.923 -1.803
C -0.930 5.965 -0.863
C 0.202 5.166 -1.069
C 0.450 4.080 -0.226
C -0.387 3.809 0.878
C -0.256 2.519 1.529
C -0.261 1.327 1.816
C -0.206 0.020 2.297
C -1.468 -0.509 2.816
C -2.544 0.406 3.020
C -3.829 -0.033 3.335
C -4.072 -1.400 3.530
C -3.003 -2.296 3.471
C -1.714 -1.852 3.178
C 1.136 -0.535 2.462
C 2.238 0.370 2.437
C 3.557 -0.073 2.500
C 3.827 -1.440 2.647
C 2.762 -2.337 2.755
C 1.443 -1.896 2.672
C -1.524 4.630 1.076
C -1.771 5.719 0.234
H -1.165 6.774 -1.564
H 0.873 5.351 -1.912
H 1.258 3.374 -0.426
H -2.346 1.474 2.922
H -4.637 0.692 3.470
H -5.076 -1.756 3.775
H -3.148 -3.351 3.699
H -0.905 -2.561 3.252
H 2.032 1.439 2.368
H 4.380 0.648 2.479
H 4.857 -1.799 2.711
H 2.945 -3.393 2.941
H 0.657 -2.634 2.755
H -2.227 4.357 1.865
H -2.647 6.351 0.406



Record 7
The following is a quantum chemistry calculation of a single C5H13N3O molecule at a distorted geometry, from the Open Molecules 2025 dataset.

Output
- E_LUMO (spin up / spin down): -0.86 / -0.85 eV
- Gap between HOMO and LUMO (spin up / spin down): 7.43 / 7.44 eV
- Net charge: 0
- Multiplicity: 1

Geometry (Å):
C 0.151 1.112 0.850
C -0.442 1.508 -0.368
C -0.441 -0.816 -1.263
C -1.857 -1.213 -0.886
C 0.671 -0.500 0.077
N 1.300 1.813 1.318
N 1.905 -0.225 -0.589
O -0.752 0.734 1.832
N 0.535 -1.424 1.022
H -0.435 -0.179 2.065
H 1.104 2.804 1.417
H 1.566 1.449 2.228
H 2.539 -1.002 -0.436
H 2.362 0.611 -0.239
H 0.120 -2.288 0.680
H -1.515 1.479 -0.478
H 0.167 1.960 -1.138
H -0.400 -0.147 -2.123
H 0.117 -1.701 -1.585
H -2.545 -0.365 -0.878
H -2.252 -1.934 -1.608
H -1.899 -1.677 0.101



Record 8
The following is a quantum chemistry calculation of a molecular structure, H2OS2 at a distorted geometry, from the Open Molecules 2025 dataset.

Output
- E_LUMO (spin up / spin down): -1.71 / -1.95 eV
- Gap between HOMO and LUMO (spin up / spin down): 7.79 / 7.58 eV
- Net charge: 0
- Multiplicity: 1

Geometry (Å):
O -1.523 -0.273 0.142
S 1.591 0.851 0.075
S 0.650 -0.919 0.004
H -1.541 -0.918 0.776
H 0.822 1.259 -0.998



Record 9
The following is a quantum chemistry calculation of a molecular structure, C38H26Cl2F3NO4SbSn, from the Open Molecules 2025 dataset.

Output
- E_LUMO: 2.29 eV
- Gap between HOMO and LUMO: 7.13 eV
- Net charge: -1
- Multiplicity: 1

Geometry (Å):
Sn -1.100 -1.593 -0.896
Cl 3.627 -8.026 -0.475
C 2.501 -6.711 -0.274
C 1.195 -6.996 0.147
C 0.301 -5.975 0.274
Cl -1.311 -6.322 0.802
C 0.593 -4.589 -0.038
O -0.350 -3.754 0.027
C 1.978 -4.351 -0.383
C 2.555 -3.048 -0.563
O 2.032 -1.947 -0.500
C 2.884 -5.424 -0.503
H 0.907 -8.013 0.375
H 3.651 -3.084 -0.743
H 3.912 -5.210 -0.774
C -5.559 -2.989 -1.229
C -6.065 -2.833 0.054
C -5.247 -2.345 1.056
C -3.918 -2.023 0.769
N -3.456 -2.187 -0.474
C -4.237 -2.645 -1.442
C -2.950 -1.496 1.755
C -3.305 -1.349 3.098
C -2.399 -0.853 4.017
C -1.119 -0.517 3.602
C -0.764 -0.685 2.271
C -1.658 -1.154 1.308
H -6.169 -3.357 -2.042
H -7.095 -3.089 0.269
H -5.645 -2.211 2.051
H -3.779 -2.716 -2.423
H -4.292 -1.623 3.450
H -2.685 -0.741 5.056
H -0.401 -0.131 4.315
H 0.253 -0.446 1.981
C -1.232 1.753 -3.993
C -1.628 0.645 -3.022
O -2.381 -0.268 -3.378
O -1.116 0.749 -1.847
H -1.899 1.782 -4.851
H -0.212 1.553 -4.329
H -1.237 2.709 -3.469
F 4.604 2.640 4.773
C 3.836 2.426 3.677
C 4.304 1.585 2.689
C 3.500 1.361 1.580
C 2.258 1.978 1.434
C 1.823 2.807 2.466
C 2.607 3.045 3.589
Sb 0.918 1.286 -0.179
C -0.338 3.024 0.048
C -1.706 2.840 0.226
C -2.558 3.921 0.407
C -2.018 5.190 0.413
F -2.838 6.252 0.599
C -0.668 5.418 0.240
C 0.166 4.322 0.060
C 2.181 2.060 -1.757
C 1.911 3.197 -2.511
C 2.804 3.644 -3.477
C 3.951 2.914 -3.707
F 4.829 3.352 -4.639
C 4.223 1.744 -3.028
C 3.330 1.328 -2.052
H 5.272 1.112 2.794
H 3.855 0.686 0.807
H 0.853 3.285 2.401
H 2.270 3.697 4.385
H -2.109 1.835 0.209
H -3.624 3.790 0.541
H -0.284 6.429 0.249
H 1.232 4.486 -0.054
H 0.984 3.735 -2.363
H 2.618 4.543 -4.050
H 5.111 1.175 -3.271
H 3.521 0.400 -1.523



| no. | DFT total energy (Ha) |
| --- | --- |
| 1 | -341.7347 |
| 2 | -434.4416 |
| 3 | -309.7855 |
| 4 | -3623.2776 |
| 5 | -907.6645 |
| 6 | -2947.5468 |
| 7 | -437.6568 |
| 8 | -872.7082 |
| 9 | -3494.0175 |